(1)
The following is a quantum chemistry calculation of C20H28InNO2S as an isolated structure, from the OMol25 dataset.

Each line ends with the Mulliken charge.
CARTESIAN COORDINATES (ANGSTROEM)
1 O -0.3332 4.5681 -4.5518  -0.314
2 C 0.9241 4.8768 -5.2115  -0.222
3 C 0.4387 5.9710 -6.1271  -0.975
4 H 1.2438 4.0447 -5.8429  0.222
5 H 1.6680 5.1453 -4.4564  0.223
6 C -0.9137 5.5201 -5.5223  1.549
7 H 0.5938 5.7139 -7.1771  0.302
8 H 0.8118 6.9758 -5.8897  0.305
9 C -1.7743 4.7648 -6.5117  -1.661
10 H -1.1316 4.1501 -7.1467  0.375
11 H -2.3104 5.4727 -7.1505  0.424
12 H -2.4952 4.1378 -5.9746  0.314
13 C -1.6830 6.6583 -4.9005  -1.716
14 H -1.0104 7.3120 -4.3418  0.387
15 H -2.4707 6.2581 -4.2587  0.354
16 H -2.1323 7.2516 -5.7075  0.391
17 In -0.1962 0.7418 -0.5010  0.803
18 C -0.8934 1.0269 2.3888  -0.636
19 C 0.4071 0.6920 1.9049  -0.704
20 C 0.9515 1.8744 1.2494  -0.303
21 H 1.0038 -0.1689 2.2032  0.721
22 C -0.0531 2.9042 1.3403  -0.739
23 C -1.1690 2.3654 2.0350  -0.538
24 H -2.0623 2.9155 2.3263  0.446
25 H -1.5372 0.3721 2.9737  0.467
26 H 1.9931 1.9954 0.9381  0.612
27 H 0.0966 3.9409 1.0437  0.441
28 C -2.5571 -1.6768 0.0609  -0.371
29 C -3.2990 -0.4629 0.1897  -0.575
30 C -2.9371 0.4017 -0.8577  -0.725
31 H -4.0851 -0.2801 0.9197  0.449
32 C -1.9337 -0.2729 -1.6753  -0.148
33 C -1.7245 -1.5826 -1.0693  -0.970
34 H -1.0727 -2.3625 -1.4644  0.581
35 H -2.6855 -2.5593 0.6858  0.436
36 H -3.3534 1.3834 -1.0904  0.467
37 H -1.6691 0.0054 -2.6980  0.783
38 O 1.9803 2.6931 -4.5763  -0.432
39 C 1.0945 2.4149 -3.4060  -0.834
40 C 1.5530 3.3820 -2.2973  0.662
41 H 1.2671 1.3505 -3.1004  0.555
42 H 0.0289 2.5003 -3.6359  0.350
43 C 3.0757 3.3713 -2.5170  -0.700
44 H 1.2206 3.1340 -1.2774  -0.472
45 H 1.1661 4.3854 -2.5149  0.154
46 C 3.2824 2.7997 -3.9476  -0.640
47 H 3.5608 2.6979 -1.8115  0.308
48 H 3.5198 4.3649 -2.4163  0.333
49 H 3.6869 1.7706 -3.8636  0.337
50 H 3.9626 3.3815 -4.5982  0.300
51 S 1.5598 -1.0533 -0.7647  -0.265
52 C 1.3624 -2.2239 0.4059  0.466
53 N 1.2862 -3.0914 1.2021  -0.578

Output
Frontier orbital gap   0.245 Eh
Calculated total energy   -42783.100 eV
Energy above the lowest of the compared OMol25 structures with the same formula, charge and spin   0.00 kcal per mole
HOMO energy   -8.465 eV

(2)
The following is a quantum chemistry calculation of a 2-piece molecular cluster, C2H4BrN2 overall, from the OMol25 dataset.

Each line ends with the Mulliken charge.
CARTESIAN COORDINATES (ANGSTROEM)
1 C -3.0874 -0.6528 0.9996  0.217
2 C 1.5350 0.0363 -0.5490  -0.496
3 N 0.1858 -0.0765 -0.2728  0.050
4 N -0.8527 0.4664 -0.2329  -0.282
5 Br -2.0414 -1.1612 2.2910  0.389
6 H 1.5989 -0.5497 -1.4542  0.279
7 H 1.8602 1.1563 -0.4489  0.314
8 H 2.0530 -0.6173 0.1073  0.275
9 H -1.2513 1.3986 -0.4400  0.254

Output
Charge   +1
Frontier orbital gap (spin up / spin down)   0.217 / 0.217 Eh
Calculated total energy   -75145.900 eV
Energy above the lowest of the compared OMol25 structures with the same formula, charge and spin   173.72 kcal per mole
HOMO energy (spin up / spin down)   -12.574 / -12.579 eV

(3)
The following is a quantum chemistry calculation of a 2-piece molecular cluster, C13H28Br2N2O9PSSi overall, from the OMol25 dataset.

Each line ends with the Mulliken charge.
CARTESIAN COORDINATES (ANGSTROEM)
1 C 3.2463 3.9049 0.2088  -1.410
2 C 1.9755 3.1155 -0.2282  0.443
3 Br 0.2973 4.1483 0.0605  -0.087
4 C 2.0116 2.5034 -1.6738  -0.866
5 Br 3.3344 3.3164 -2.8866  -0.092
6 C 2.1066 0.9343 -1.6334  0.278
7 C 0.7849 0.3066 -1.0450  -0.839
8 C 0.9605 -1.0717 -0.3567  0.051
9 C -0.3175 -1.6411 0.3283  -1.206
10 C -1.2997 -0.5615 0.8838  -0.290
11 O -2.2767 -0.3738 -0.1059  -0.293
12 Si -3.5970 0.6271 0.3629  0.677
13 C -4.1159 0.4736 2.1864  -1.156
14 C -5.0841 0.0052 -0.6779  -1.003
15 C -3.3621 2.4729 -0.1530  -1.046
16 N 2.1179 -1.0404 0.5865  -0.093
17 C 3.4050 -0.8150 -0.1236  0.888
18 O 3.7796 -1.8686 -1.0008  -0.209
19 N 3.5380 -3.1209 -0.4165  0.120
20 O 3.2330 -3.8896 -1.2868  -0.416
21 P 4.7754 -0.6602 1.2323  0.027
22 O 5.9436 -1.7522 0.7062  -0.489
23 O 4.1462 -1.2371 2.6924  -0.520
24 C 3.4567 0.5128 -0.9272  -1.437
25 H 3.1350 4.9899 0.0293  0.366
26 H 4.1896 3.4885 -0.1941  0.395
27 H 3.3218 3.7918 1.3165  0.399
28 H 1.8855 2.2539 0.4708  -0.001
29 H 1.0175 2.7092 -2.1266  0.676
30 H 2.1812 0.5897 -2.6876  0.648
31 H 0.2856 1.0772 -0.4236  0.006
32 H 0.1076 0.1292 -1.9081  0.481
33 H 1.2336 -1.7910 -1.1623  0.206
34 H 0.0300 -2.2454 1.2056  0.268
35 H -0.9017 -2.3242 -0.3174  0.561
36 H -1.7121 -0.9768 1.8328  0.223
37 H -0.7927 0.3959 1.1866  0.342
38 H -5.2141 0.2871 2.2018  0.344
39 H -3.9830 1.4593 2.6935  0.312
40 H -3.6595 -0.3636 2.7457  0.333
41 H -5.4439 -0.9616 -0.2345  0.259
42 H -5.8609 0.7922 -0.7533  0.351
43 H -4.6614 -0.2391 -1.6782  0.246
44 H -4.3460 2.8128 -0.5525  0.311
45 H -3.1320 3.1243 0.7159  0.294
46 H -2.6454 2.5928 -0.9932  0.221
47 H 1.9729 -0.2122 1.1840  0.529
48 H 2.1370 -1.8322 1.2395  0.624
49 H 6.6822 -1.7463 1.3237  0.339
50 H 4.1308 -2.2076 2.7121  0.333
51 H 3.9008 1.2845 -0.2677  0.324
52 H 4.1972 0.3452 -1.7399  0.285
53 O -5.2292 -3.3260 0.5892  -0.721
54 S -5.4247 -4.3023 -0.5092  1.206
55 O -5.9570 -3.6023 -1.7021  -0.724
56 O -6.3802 -5.3477 -0.0798  -0.741
57 O -4.1242 -4.9343 -0.8493  -0.727

Output
Charge   -1
Frontier orbital gap   0.060 Eh
Calculated total energy   -203425.105 eV
HOMO energy   -1.819 eV

(4)
The following is a quantum chemistry calculation of a 2-piece molecular cluster, C2H3ClFNO2 overall, from the OMol25 dataset.

Each line ends with the Mulliken charge.
CARTESIAN COORDINATES (ANGSTROEM)
1 C 1.5457 -0.3907 -0.2527  0.056
2 C -1.5650 0.8887 -0.4704  0.034
3 N 0.7698 -0.8381 0.7895  0.108
4 O 1.1552 -0.3508 -1.4120  -0.471
5 O -0.4196 -1.2234 0.5846  -0.341
6 F -1.4670 1.5332 0.7057  -0.214
7 Cl -2.9597 0.1405 -0.7272  -0.106
8 H 2.6535 -0.2216 -0.0376  0.329
9 H -0.5723 0.8602 -0.9211  0.340
10 H 0.8595 -0.3980 1.7413  0.266

Output
Frontier orbital gap (spin up / spin down)   0.388 / 0.229 Eh
Calculated total energy   -22942.618 eV
Energy above the lowest of the compared OMol25 structures with the same formula, charge and spin   83.21 kcal per mole
HOMO energy (spin up / spin down)   -10.012 / -7.677 eV

(5)
The following is a quantum chemistry calculation of an isolated molecule of C5H13ClNO2P, from the OMol25 dataset.

Each line ends with the Mulliken charge.
CARTESIAN COORDINATES (ANGSTROEM)
1 C -2.0347 -0.4720 1.1804  -1.276
2 C -1.2114 -1.4608 0.3454  0.502
3 C -2.2566 -2.5386 -0.4112  -1.109
4 O -0.4002 -0.8170 -0.5901  -0.535
5 P 1.2472 -0.1912 0.2594  0.867
6 O 1.2255 -0.1869 1.7255  -0.605
7 Cl 2.5110 -1.4357 -0.6608  -0.251
8 N 1.4601 1.3050 -0.4106  0.153
9 C 1.7467 2.4030 0.5028  -1.001
10 C 1.7501 1.5249 -1.7956  -1.081
11 H -2.8654 0.0910 0.6898  0.277
12 H -2.4275 -0.9979 2.0758  0.387
13 H -1.3199 0.2485 1.5968  0.337
14 H -0.7961 -2.1104 1.0680  0.251
15 H -2.5212 -2.3458 -1.4419  0.327
16 H -3.1742 -2.3823 0.1690  0.351
17 H -1.9080 -3.5843 -0.1253  0.270
18 H 1.3324 2.3112 1.5036  0.292
19 H 2.8015 2.5073 0.7211  0.338
20 H 1.4370 3.2295 -0.0538  0.456
21 H 0.7199 1.6913 -2.1573  0.325
22 H 2.3201 2.4874 -2.0439  0.356
23 H 2.3639 0.7238 -2.1473  0.368

Output
Structure (SMILES)   CC(C)O[P@@](=O)(Cl)N(C)C
Frontier orbital gap   0.373 Eh
Calculated total energy   -32792.493 eV
Energy above the lowest of the compared OMol25 structures with the same formula, charge and spin   9.72 kcal per mole
HOMO energy   -9.545 eV

(6)
The following is a quantum chemistry calculation of C8H24CuO8P as an isolated structure, from the OMol25 dataset.

Each line ends with the Mulliken charge.
CARTESIAN COORDINATES (ANGSTROEM)
1 Cu -0.0902 -1.4789 -1.1172  -0.009
2 P -1.2036 -1.2854 -5.1049  0.756
3 O -0.8198 -2.6762 -4.4195  -0.666
4 O 0.0603 -0.4800 -5.3333  -0.594
5 O -2.0593 -0.4087 -4.2074  -0.572
6 O -2.0010 -1.4755 -6.4251  -0.752
7 C 5.4167 2.8278 -0.7909  -0.865
8 C 5.2496 1.6782 -1.7890  -0.351
9 O 4.0687 0.9112 -1.6668  -0.497
10 H 5.6522 2.6688 0.2615  0.287
11 H 4.5074 3.4229 -0.8751  0.231
12 H 6.2448 3.4389 -1.1499  0.303
13 H 6.1139 1.0141 -1.7902  0.257
14 H 5.2870 2.0667 -2.8068  0.273
15 H 3.5032 1.0924 -2.4212  0.314
16 C 2.7826 -3.4113 2.2733  -1.032
17 C 1.7992 -2.8226 3.3342  -0.273
18 O 0.8772 -1.9425 2.7195  -0.420
19 H 3.3985 -4.1643 2.7652  0.351
20 H 3.4321 -2.7028 1.7593  0.257
21 H 2.3446 -4.0540 1.5097  0.306
22 H 2.1608 -2.1978 4.1509  0.272
23 H 1.3522 -3.6622 3.8665  0.251
24 H 0.1638 -1.7440 3.3304  0.257
25 C -4.5337 -3.5248 2.5511  -1.192
26 C -5.0709 -2.9191 1.2560  -0.160
27 O -4.0662 -2.1542 0.7713  -0.491
28 H -3.5114 -3.9024 2.5335  0.325
29 H -5.0153 -4.3601 3.0595  0.375
30 H -4.6377 -2.8189 3.3751  0.283
31 H -5.9553 -2.3720 1.5825  0.218
32 H -5.1929 -3.7031 0.5087  0.297
33 H -4.3449 -1.7664 -0.0615  0.296
34 C -2.1148 5.6405 0.1813  -0.938
35 C -1.2985 4.3306 -0.0604  -0.257
36 O -1.5257 4.0791 -1.4982  -0.528
37 H -2.1336 6.0058 1.2080  0.327
38 H -3.1336 5.3936 -0.1172  0.252
39 H -1.7709 6.3966 -0.5246  0.266
40 H -1.7965 3.5259 0.4806  0.265
41 H -0.2520 4.3421 0.2445  0.253
42 H -1.8866 3.1920 -1.5634  0.327

Output
Charge   -2
Frontier orbital gap   0.111 Eh
Calculated total energy   -78987.332 eV
Energy above the lowest of the compared OMol25 structures with the same formula, charge and spin   194.71 kcal per mole
HOMO energy   1.073 eV